The following is a DFT calculation (ωB97M-V/def2-TZVPD) of an isolated ion of composition C3H7N2O and charge +1 at a distorted geometry.

Output
Highest occupied orbital energy   -14.42 eV
Calculated total energy   -302.9149 Eh
Energy relative to the best compared isomer or geometry (same formula, charge and spin)   3.4051 eV
Frontier orbital gap   10.46 eV
Total charge   +1

Each line ends with the natural charge from an NBO analysis.
CARTESIAN COORDINATES (ANGSTROEM)
C1 -1.659 -0.108 -0.157  -0.7033
C2 -0.190 -0.101 -0.206  0.5321
N1 0.638 -0.041 0.829  -0.5449
C3 2.107 0.160 0.217  0.0885
O1 1.882 0.293 -1.152  -0.3171
N2 0.484 0.058 -1.357  -0.2448
H1 -2.152 0.722 0.233  0.2894
H2 -1.944 -1.035 0.441  0.2710
H3 -2.181 -0.108 -1.124  0.2767
H4 0.355 -0.440 1.727  0.4582
H5 2.597 1.207 0.438  0.2162
H6 2.853 -0.533 0.580  0.2185
H7 0.390 -0.142 -2.328  0.4596


The following is a DFT calculation (ωB97M-V/def2-TZVPD) of an isolated ion of composition C3H7N2O2 and charge -1 at a distorted geometry.

Output
Highest occupied orbital energy   -3.87 eV
Calculated total energy   -378.4085 Eh
Energy relative to the best compared isomer or geometry (same formula, charge and spin)   4.6145 eV
Frontier orbital gap   7.95 eV
Total charge   -1

Each line ends with the natural charge from an NBO analysis.
CARTESIAN COORDINATES (ANGSTROEM)
C1 0.176 0.986 0.906  -0.6227
C2 -0.674 0.143 -0.089  -0.0840
C3 0.157 -1.129 -0.660  -0.6549
N1 -1.914 -0.343 0.553  -0.4323
N2 -3.007 -0.101 -0.080  0.5658
O1 -3.065 0.607 -1.112  -0.5952
O2 -4.095 -0.516 0.474  -0.5924
H1 0.391 0.260 1.713  0.2013
H2 -0.351 1.936 1.140  0.2075
H3 1.012 1.194 0.335  0.1841
H4 -1.009 0.732 -0.965  0.2079
H5 0.073 -1.917 0.171  0.2080
H6 1.257 -0.995 -0.761  0.1827
H7 -0.446 -1.281 -1.645  0.2242


The following is a DFT calculation (ωB97M-V/def2-TZVPD) of C3H7N2O2 as an isolated structure at a distorted geometry.

Output
Highest occupied orbital energy   -3.31 eV
Calculated total energy   -378.3594 Eh
Energy relative to the best compared isomer or geometry (same formula, charge and spin)   5.9504 eV
Frontier orbital gap   7.77 eV
Total charge   -1

Each line ends with the natural charge from an NBO analysis.
CARTESIAN COORDINATES (ANGSTROEM)
C1 2.468 0.598 0.306  -0.5300
C2 1.601 -0.411 0.417  -0.2172
C3 -0.056 -0.539 -0.544  0.3301
N1 -1.891 1.009 -0.516  -0.7059
N2 -0.977 0.332 0.349  -0.1013
O1 -1.713 -0.552 1.134  -0.6636
O2 -0.490 -1.688 -0.640  -0.8270
H1 3.422 0.612 0.600  0.1624
H2 2.194 1.300 -0.447  0.1695
H3 1.633 -1.353 1.043  0.1585
H4 0.183 0.103 -1.394  0.1032
H5 -2.389 0.317 -1.011  0.3226
H6 -2.517 1.670 0.134  0.3395
H7 -1.468 -1.398 0.569  0.4593


The following is a DFT calculation (ωB97M-V/def2-TZVPD) of an isolated ion of composition C3H7N2O2 and charge +1 at a distorted geometry.

Output
Highest occupied orbital energy   -14.57 eV
Calculated total energy   -378.1714 Eh
Energy relative to the best compared isomer or geometry (same formula, charge and spin)   2.2437 eV
Frontier orbital gap   10.75 eV
Total charge   +1

Each line ends with the natural charge from an NBO analysis.
CARTESIAN COORDINATES (ANGSTROEM)
C1 2.536 1.386 -0.493  -0.7672
C2 1.223 0.918 -1.044  0.8479
O1 0.668 0.744 -2.094  -0.4638
O2 0.411 0.427 0.312  -0.4159
N1 -0.764 -0.245 0.093  -0.2061
C3 -1.507 -0.919 0.971  0.3572
N2 -2.682 -1.526 0.706  -0.7086
H1 2.228 2.014 0.466  0.2887
H2 3.206 2.064 -1.162  0.3024
H3 3.043 0.483 -0.098  0.2894
H4 -1.092 -0.402 -0.908  0.4139
H5 -1.336 -0.980 2.005  0.2312
H6 -3.059 -2.082 1.421  0.4234
H7 -2.873 -1.882 -0.174  0.4074


The following is a DFT calculation (ωB97M-V/def2-TZVPD) of C3H7N2O2 as an isolated structure at a distorted geometry.

Output
Highest occupied orbital energy   -14.63 eV
Calculated total energy   -378.1595 Eh
Energy relative to the best compared isomer or geometry (same formula, charge and spin)   2.5670 eV
Frontier orbital gap   11.55 eV
Total charge   +1

Each line ends with the natural charge from an NBO analysis.
CARTESIAN COORDINATES (ANGSTROEM)
C1 -1.532 0.062 0.023  0.7693
C2 1.538 -0.841 -0.486  -0.1121
C3 0.471 -0.027 0.073  0.2229
N1 -2.025 -1.136 0.043  -0.7619
N2 0.672 1.462 0.253  -0.7454
O1 -1.839 1.210 0.021  -0.5504
O2 1.331 -0.687 0.917  -0.4535
H1 1.430 -1.780 -0.894  0.2153
H2 2.540 -0.328 -0.839  0.2056
H3 -1.459 -1.904 0.049  0.4214
H4 -3.011 -1.398 -0.065  0.4411
H5 -0.420 1.846 0.113  0.4742
H6 1.332 1.951 -0.368  0.4418
H7 0.971 1.570 1.160  0.4317


The following is a DFT calculation (ωB97M-V/def2-TZVPD) of a 2-piece molecular cluster, C3H7N2O2P overall at a distorted geometry.

Output
Highest occupied orbital energy (spin up / spin down)   -10.53 / -10.44 eV
Calculated total energy   -719.7363 Eh
Energy relative to the best compared isomer or geometry (same formula, charge and spin)   3.8140 eV
Frontier orbital gap (spin up / spin down)   8.20 / 6.85 eV
Total charge   0

Each line ends with the natural charge from an NBO analysis.
CARTESIAN COORDINATES (ANGSTROEM)
C1 -2.040 0.165 1.848  0.5540
C2 -0.582 0.990 -0.653  -1.0183
C3 1.422 -0.849 -1.385  -0.9895
N1 -3.170 0.021 1.651  -0.3165
N2 0.220 -0.960 1.005  -0.6845
O1 1.751 1.109 0.655  -1.0881
O2 -0.887 0.362 2.096  -0.3691
P1 0.878 0.178 0.039  2.0410
H1 -0.384 1.652 -1.456  0.2533
H2 -1.310 0.267 -1.052  0.2376
H3 -1.111 1.462 0.166  0.2484
H4 1.940 -1.755 -0.911  0.2458
H5 0.429 -1.054 -1.759  0.2440
H6 2.137 -0.338 -2.046  0.2666
H7 0.707 -1.250 1.802  0.3752


The following is a DFT calculation (ωB97M-V/def2-TZVPD) of an isolated ion of composition C3H7N2O3S and charge +1 at a distorted geometry.

Output
Highest occupied orbital energy   -15.99 eV
Calculated total energy   -851.6444 Eh
Energy relative to the best compared isomer or geometry (same formula, charge and spin)   0.0000 eV
Frontier orbital gap   12.24 eV
Total charge   +1

Each line ends with the natural charge from an NBO analysis.
CARTESIAN COORDINATES (ANGSTROEM)
C1 -0.254 -1.717 -0.486  -0.6569
C2 -0.629 -0.687 0.574  -0.2309
N1 0.113 0.591 0.566  -0.5859
C3 -0.501 1.640 -0.014  0.8141
N2 0.039 2.839 -0.108  -0.7345
O1 -1.661 1.334 -0.516  -0.6206
S1 -2.336 -0.140 0.043  2.2677
O2 -3.265 0.189 1.071  -0.8089
O3 -2.784 -0.697 -1.194  -0.8203
H1 -0.429 -1.397 -1.509  0.2593
H2 -0.978 -2.694 -0.307  0.2671
H3 0.790 -2.055 -0.370  0.2522
H4 -0.657 -1.060 1.508  0.2454
H5 0.955 0.504 1.085  0.4469
H6 0.837 2.995 0.574  0.4503
H7 -0.701 3.508 -0.352  0.4550


The following is a DFT calculation (ωB97M-V/def2-TZVPD) of an isolated ion of composition C3H7N2OS and charge +1 at a distorted geometry.

Output
Highest occupied orbital energy   -13.70 eV
Calculated total energy   -701.0986 Eh
Energy relative to the best compared isomer or geometry (same formula, charge and spin)   3.4339 eV
Frontier orbital gap   9.54 eV
Total charge   +1

Each line ends with the natural charge from an NBO analysis.
CARTESIAN COORDINATES (ANGSTROEM)
C1 -0.016 1.286 1.543  -0.4774
C2 -0.357 -0.931 -1.567  0.3541
C3 0.260 0.043 1.868  0.2043
N1 0.733 -0.457 -0.941  -0.7676
N2 -0.796 -0.512 -2.761  -0.6868
O1 -0.074 -0.745 2.858  -0.6424
S1 1.224 -0.964 0.555  0.7947
H1 0.282 1.628 0.524  0.2419
H2 -0.418 1.980 2.162  0.2329
H3 -0.742 -1.937 -1.386  0.1920
H4 -1.489 -1.050 -3.148  0.4074
H5 -0.444 0.186 -3.332  0.4216
H6 -0.522 -0.198 3.513  0.5132
H7 2.357 -0.030 0.454  0.2121